Entry 1:
Computed, not measured: an isolated molecule of C11H7N3S, with ωB97M-V/def2-TZVPD.

Computed properties:
E, eV: -26818.47985
Spin multiplicity: 3
Expectation value of S²: 2.027
Highest occupied orbital energy (alpha / beta), eV: -6.661 / -9.084
Largest force on an atom, hartree/bohr: 0.1852

Last column: Mulliken spin population.
Geometry (Å):
C (2.48, 0.65, 0.94)  -0.011
C (-0.27, -1.67, -0.99)  0.015
C (1.26, -3.28, 1.96)  0.001
C (-2.28, 1.86, -0.42)  0.027
C (-1.64, 1.64, 0.83)  0.403
C (-1.71, 1.52, -1.59)  0.447
C (-0.40, 1.21, 0.94)  0.325
C (-0.54, 0.59, -1.52)  -0.021
C (0.38, 0.83, -0.21)  0.098
C (1.68, 0.46, -0.21)  0.427
C (0.48, -2.44, -0.27)  -0.005
N (2.98, 1.07, 1.89)  0.177
N (-0.93, -0.78, -1.49)  0.041
N (2.32, -3.36, 2.29)  0.001
S (-0.25, -2.99, 1.25)  0.001
H (-3.22, 2.48, -0.41)  0.019
H (-2.15, 1.78, 1.74)  0.031
H (-2.06, 1.78, -2.58)  0.012
H (0.13, 0.99, 1.90)  0.004
H (0.21, 0.63, -2.46)  0.006
H (2.32, 0.21, -1.11)  0.004
H (1.22, -3.18, -0.48)  -0.001

***

Entry 2:
Computed, not measured: a structure of composition C11H7NO5Pd, with ωB97M-V/def2-TZVPD.

Computed properties:
E, eV: -26707.79063
Spin multiplicity: 3
Net charge: +2
Expectation value of S²: 2.027
Highest occupied orbital energy (alpha / beta), eV: -16.182 / -17.883
Largest force on an atom, hartree/bohr: 0.1158

Last column: Mulliken spin population.
Geometry (Å):
O (-5.59, 0.70, -4.59)  0.000
C (-4.87, 0.54, -3.73)  0.000
Pd (-0.52, 0.20, -1.29)  0.586
O (-2.64, -0.57, 0.90)  -0.013
C (-1.93, -0.28, 0.05)  0.136
C (-0.04, 0.81, -3.19)  0.158
O (0.50, 1.16, -4.14)  -0.012
C (-1.22, 2.11, -1.05)  0.132
O (-1.40, 3.21, -0.76)  -0.011
C (-0.96, -1.61, -2.19)  0.128
O (-0.91, -2.69, -2.60)  -0.008
N (1.60, 0.14, -0.59)  0.211
C (1.51, -0.11, 0.78)  0.210
C (1.51, 0.99, 1.62)  0.086
C (1.37, 0.72, 2.98)  0.023
C (1.16, -0.58, 3.44)  0.265
C (1.13, -1.65, 2.53)  0.017
C (1.29, -1.41, 1.16)  0.104
H (1.97, 1.01, -0.89)  -0.010
H (1.99, -0.58, -1.17)  -0.007
H (1.57, 1.98, 1.19)  0.000
H (1.36, 1.54, 3.69)  0.002
H (1.05, -0.77, 4.53)  0.002
H (0.93, -2.65, 2.91)  0.003
H (1.14, -2.20, 0.41)  -0.003

***

Entry 3:
Computed, not measured: a cluster of 30 separate species, C11H82NO29 in total, with ωB97M-V/def2-TZVPD.

Computed properties:
E, eV: -73589.14906
Spin multiplicity: 1
Net charge: +1
Highest occupied orbital energy, eV: -12.266
Largest force on an atom, hartree/bohr: 0.2048

Last column: Löwdin charge in e.
Geometry (Å):
C (0.80, 1.46, -3.32)  -0.117
C (1.51, 0.87, -2.20)  -0.279
C (0.46, 0.36, -1.25)  -0.119
C (0.86, -0.20, 0.25)  -0.029
N (-0.23, -0.17, 1.32)  -0.184
C (-0.47, 1.19, 1.89)  -0.089
C (0.80, 1.49, 2.81)  -0.116
C (1.28, 0.12, 3.18)  -0.206
C (0.29, -0.84, 2.57)  -0.130
C (-1.47, -0.88, 0.87)  -0.119
C (-1.38, -2.27, 0.31)  -0.196
C (-2.67, -2.98, -0.07)  -0.038
H (1.58, 1.63, -4.13)  0.104
H (0.42, 2.43, -3.27)  0.046
H (0.06, 0.86, -3.79)  0.051
H (1.94, 1.65, -1.67)  0.079
H (2.41, 0.24, -2.42)  0.112
H (-0.19, -0.42, -1.69)  0.092
H (-0.24, 1.38, -1.29)  0.155
H (1.83, 0.26, 0.53)  0.133
H (1.17, -1.23, 0.12)  0.121
H (-1.43, 1.19, 2.51)  0.150
H (-0.71, 2.01, 1.21)  0.092
H (0.39, 1.93, 3.76)  0.124
H (1.56, 2.07, 2.18)  0.102
H (0.95, 0.03, 4.31)  0.135
H (2.30, -0.19, 2.95)  0.102
H (-0.46, -0.96, 3.48)  0.177
H (0.95, -1.73, 2.53)  0.149
H (-1.85, -0.16, 0.08)  0.144
H (-2.15, -0.76, 1.60)  0.097
H (-0.90, -2.78, 1.00)  0.047
H (-0.60, -2.32, -0.54)  0.108
H (-2.52, -3.77, -0.73)  0.012
H (-3.49, -2.26, -0.42)  0.094
H (-3.06, -3.27, 0.91)  0.088
O (2.27, 4.56, -4.81)  -0.062
H (1.85, 5.46, -4.82)  0.093
H (1.59, 4.00, -5.19)  0.049
O (0.68, 3.96, 0.48)  0.063
H (0.37, 3.97, -0.30)  -0.113
H (0.14, 4.57, 0.90)  0.041
O (4.51, 2.75, -4.40)  -0.156
H (3.70, 3.49, -4.65)  0.113
H (4.80, 3.31, -3.62)  0.065
O (4.78, 0.15, 4.68)  -0.107
H (4.83, -0.22, 3.71)  0.108
H (5.76, 0.20, 4.88)  0.113
O (-3.58, 2.97, 2.54)  -0.070
H (-4.23, 3.70, 2.64)  0.069
H (-3.70, 2.52, 1.73)  -0.095
O (-1.54, -3.40, -2.94)  -0.060
H (-2.12, -4.30, -2.89)  0.110
H (-1.30, -3.33, -3.80)  0.017
O (4.39, 2.41, 2.90)  -0.041
H (4.57, 1.45, 3.07)  0.017
H (3.90, 2.76, 3.64)  0.039
O (-0.53, -5.03, 3.15)  -0.063
H (-0.88, -4.18, 3.56)  0.065
H (-0.06, -5.41, 3.87)  0.009
O (-2.94, 2.56, 0.57)  -0.004
H (-3.15, 2.79, -0.34)  0.102
H (-2.36, 3.21, 0.76)  -0.002
O (-0.93, 4.76, -1.14)  0.004
H (-1.88, 5.11, -1.22)  0.128
H (-0.84, 4.13, -1.76)  -0.027
O (-2.76, -5.98, -2.70)  0.022
H (-3.75, -5.96, -2.54)  0.127
H (-2.57, -6.80, -2.91)  -0.009
O (-0.95, 3.45, 6.24)  -0.127
H (-1.23, 2.54, 5.96)  -0.018
H (-0.31, 3.26, 7.00)  0.071
O (3.36, 2.97, 0.38)  0.017
H (2.53, 3.14, 0.77)  -0.024
H (3.51, 2.73, 1.19)  -0.107
O (2.89, 4.87, 2.62)  -0.015
H (1.94, 4.85, 2.89)  0.071
H (3.37, 4.95, 3.40)  0.003
O (3.22, -0.03, 6.81)  -0.188
H (3.40, 0.12, 5.74)  0.058
H (2.98, 0.91, 7.15)  0.062
O (5.24, -1.23, -1.54)  -0.045
H (5.29, -0.45, -1.04)  -0.057
H (4.69, -0.95, -2.28)  -0.021
O (3.98, -0.03, -3.96)  -0.147
H (4.45, 0.95, -3.99)  0.110
H (4.71, -0.42, -4.46)  0.062
O (-1.79, 1.05, -5.41)  -0.078
H (-1.98, 0.67, -4.54)  -0.008
H (-2.10, 1.97, -5.48)  0.072
O (-0.10, -0.60, -6.96)  -0.095
H (0.48, -1.18, -6.45)  0.012
H (-0.54, -0.05, -6.23)  0.012
O (0.92, -3.54, -1.87)  -0.153
H (1.67, -3.05, -2.42)  0.044
H (0.01, -3.40, -2.28)  -0.015
O (-2.54, -0.65, -3.44)  0.057
H (-3.34, -0.40, -3.11)  -0.028
H (-2.42, -1.52, -3.43)  -0.034
O (2.84, -2.82, -3.84)  -0.007
H (3.23, -2.00, -3.82)  -0.052
H (3.47, -3.40, -3.37)  0.084
O (-5.19, 0.09, 0.56)  -0.074
H (-4.45, 0.65, 0.84)  0.044
H (-5.32, -0.13, -0.42)  0.032
O (-5.37, -1.29, 2.52)  -0.032
H (-5.06, -1.07, 1.58)  -0.002
H (-6.15, -1.58, 2.39)  -0.099
O (-1.30, 0.71, 5.76)  -0.060
H (-2.22, 0.44, 6.17)  0.154
H (-0.58, 0.27, 6.11)  0.000
O (-4.87, -6.10, 0.62)  -0.068
H (-4.06, -6.28, 0.36)  -0.139
H (-4.59, -5.68, 1.55)  0.119
O (-5.14, -0.60, -1.94)  0.011
H (-5.75, 0.03, -2.19)  0.041
H (-5.66, -1.33, -2.30)  0.111
O (-2.40, -6.20, 0.14)  -0.052
H (-1.41, -6.11, 0.37)  0.127
H (-2.44, -5.80, -0.68)  -0.049
O (5.04, 1.04, 0.26)  -0.052
H (4.19, 1.49, 0.36)  -0.023
H (5.05, 0.47, 1.07)  0.056

***

Entry 4:
Computed, not measured: a structure of composition C11H8CeNO5, with ωB97M-V/def2-TZVPD.

Computed properties:
E, eV: -36175.34335
Spin multiplicity: 2
Net charge: +2
Expectation value of S²: 0.751
Highest occupied orbital energy (alpha / beta), eV: -16.384 / -16.420
Largest force on an atom, hartree/bohr: 0.1146

Last column: Mulliken spin population.
Geometry (Å):
O (-2.32, 0.61, -2.64)  0.000
C (-1.55, 0.24, -1.89)  0.000
Ce (0.71, -0.56, 0.03)  1.008
O (-0.68, 2.92, 0.96)  0.002
C (-0.31, 1.87, 0.70)  0.003
C (1.40, -0.50, 2.56)  0.001
O (1.81, -0.50, 3.64)  0.001
C (0.11, -2.35, -1.18)  -0.007
O (1.12, -2.74, -0.57)  -0.007
C (-1.68, -0.91, 1.10)  0.000
O (-2.72, -1.07, 1.55)  0.004
H (-0.53, -2.85, -1.94)  -0.002
C (5.12, 3.42, -3.00)  0.000
C (4.02, 2.62, -2.38)  0.001
C (4.00, 2.42, -1.00)  0.000
C (3.00, 1.64, -0.43)  0.000
N (2.05, 1.04, -1.20)  -0.002
C (2.03, 1.28, -2.55)  0.001
C (3.00, 2.06, -3.15)  -0.001
H (5.16, 4.43, -2.58)  0.000
H (6.10, 2.97, -2.79)  0.000
H (4.98, 3.47, -4.09)  0.000
H (4.77, 2.86, -0.37)  0.000
H (2.92, 1.46, 0.65)  -0.001
H (1.21, 0.81, -3.11)  0.000
H (2.98, 2.23, -4.23)  0.000

***

Entry 5:
Computed, not measured: an isolated molecule of C11H8ClN5, with ωB97M-V/def2-TZVPD.

Computed properties:
E, eV: -31506.21645
Spin multiplicity: 1
SMILES: C#CCNc1nc(Cl)c2ncn(CC#C)c2n1
Highest occupied orbital energy, eV: -8.612
Largest force on an atom, hartree/bohr: 0.0682

Last column: natural (NBO) charge in e.
Geometry (Å):
Cl (-3.94, -1.08, 1.71)  0.026
C (-0.52, 5.68, -0.47)  -0.218
C (2.55, -3.94, -2.03)  -0.185
C (-0.18, 4.52, -0.45)  -0.035
C (2.36, -3.08, -1.21)  -0.044
N (-1.41, -2.84, 0.91)  -0.414
N (-2.12, 0.81, 1.11)  -0.508
N (-0.02, 0.35, 0.12)  -0.546
C (-0.21, -3.19, 0.49)  0.213
C (-0.91, 1.16, 0.67)  0.561
C (-2.35, -0.51, 1.20)  0.285
C (-0.23, -0.96, 0.32)  0.383
C (-1.41, -1.46, 0.83)  -0.082
N (-0.74, 2.50, 0.66)  -0.567
N (0.56, -2.09, 0.13)  -0.363
C (0.14, 3.11, -0.38)  -0.296
C (2.02, -2.07, -0.23)  -0.285
H (-0.87, 6.70, -0.52)  0.244
H (2.72, -4.65, -2.79)  0.239
H (0.17, -4.23, 0.49)  0.222
H (-1.63, 2.96, 0.82)  0.413
H (-0.07, 2.70, -1.39)  0.225
H (1.21, 2.95, -0.13)  0.238
H (2.57, -2.26, 0.71)  0.233
H (2.32, -1.09, -0.57)  0.261

***

Entry 6:
Computed, not measured: a structure of composition C11H8CsF3N2O4P, with ωB97M-V/def2-TZVPD.

Computed properties:
E, eV: -40670.32772
Spin multiplicity: 1
Net charge: +1
Highest occupied orbital energy, eV: -11.661
Largest force on an atom, hartree/bohr: 0.3471

Last column: Löwdin charge in e.
Geometry (Å):
N (3.90, -1.73, 1.23)  0.065
C (2.90, -0.79, 0.57)  -0.081
C (3.16, 0.68, 0.62)  -0.118
O (4.35, 1.16, 1.34)  -0.018
C (2.09, 1.66, -0.14)  -0.127
O (2.59, 2.81, -0.67)  0.005
C (0.52, 1.19, -0.27)  0.075
C (-0.77, 2.23, -0.35)  0.050
C (-0.58, 3.86, -0.27)  -0.188
F (-1.93, 4.40, 0.16)  -0.006
F (-0.09, 4.49, -1.52)  0.049
F (0.36, 4.11, 0.89)  0.010
C (-2.30, 1.61, -0.51)  0.049
C (-2.61, -0.03, -0.60)  -0.158
C (-1.30, -1.04, -0.49)  -0.263
P (-1.72, -2.94, -0.57)  0.911
N (-3.13, -3.08, 0.57)  -0.601
O (-2.17, -3.43, -2.17)  -0.323
C (0.25, -0.46, -0.31)  0.012
C (1.56, -1.45, -0.18)  -0.163
O (1.62, -2.73, -0.57)  -0.020
H (4.15, -1.33, 2.17)  0.101
H (3.37, -2.62, 1.44)  0.094
H (5.10, 1.14, 0.66)  0.152
H (-3.25, 2.30, -0.59)  0.117
H (-3.72, -0.46, -0.75)  0.056
H (-2.84, -2.46, 1.38)  -0.304
H (-3.88, -2.52, 0.06)  -0.108
H (-1.55, -3.08, -2.88)  0.091
Cs (-4.08, -1.47, 1.72)  1.639

***

Entry 7:
Computed, not measured: a structure of composition C11H8F3NO2S2, with ωB97M-V/def2-TZVPD.

Computed properties:
E, eV: -46937.36533
Spin multiplicity: 1
Highest occupied orbital energy, eV: -9.165
Largest force on an atom, hartree/bohr: 0.2758

Last column: natural (NBO) charge in e.
Geometry (Å):
O (-2.36, 1.36, -1.60)  -0.918
S (-2.47, 1.17, -0.30)  2.420
O (-3.57, 1.89, 0.33)  -0.979
N (-1.22, 1.68, 0.54)  -0.887
C (0.04, 1.07, 0.25)  0.197
C (0.85, 1.18, 1.52)  -0.237
C (2.11, 0.67, 1.48)  -0.169
C (2.58, 0.32, -0.05)  -0.088
C (1.66, 0.31, -1.09)  -0.202
C (0.47, 0.71, -0.85)  -0.322
H (-0.31, 0.97, -1.65)  0.258
H (1.93, 0.00, -2.06)  0.232
C (4.01, -0.44, -0.19)  0.991
F (4.91, 0.46, 0.72)  -0.423
F (4.43, -0.22, -1.47)  -0.300
F (3.98, -1.59, 0.41)  -0.273
H (2.92, 0.65, 2.19)  0.244
H (0.56, 1.60, 2.51)  0.227
H (-1.42, 2.17, 1.42)  0.452
C (-2.67, -0.50, 0.19)  -0.613
C (-3.35, -1.16, 1.02)  -0.227
C (-3.19, -2.45, 1.29)  -0.224
C (-2.26, -2.84, 0.19)  -0.488
S (-1.80, -1.61, -0.70)  0.620
H (-1.92, -3.78, -0.32)  0.247
H (-3.42, -3.18, 1.86)  0.220
H (-3.91, -0.80, 1.79)  0.241

***

Entry 8:
Computed, not measured: a structure of composition C11H8INS, with ωB97M-V/def2-TZVPD.

Computed properties:
E, eV: -31959.11862
Spin multiplicity: 1
Highest occupied orbital energy, eV: -8.293
Largest force on an atom, hartree/bohr: 0.0737

Last column: natural (NBO) charge in e.
Geometry (Å):
C (1.23, 3.10, -0.44)  -0.253
C (0.40, 2.32, -1.16)  -0.176
C (1.96, 2.56, 0.65)  0.062
C (0.31, 0.98, -0.71)  -0.185
C (0.94, 0.50, 0.42)  0.124
C (-0.28, -2.74, 0.06)  -0.199
C (-1.54, -2.56, -0.27)  -0.218
C (0.66, -2.06, 0.94)  -0.186
C (-2.39, -1.39, 0.03)  -0.235
C (1.10, -0.79, 1.06)  -0.211
C (-2.06, -0.29, -0.65)  -0.364
N (1.82, 1.34, 1.08)  -0.413
S (-0.69, -0.09, -1.72)  0.298
I (-3.26, 1.33, -0.35)  0.168
H (1.24, 4.23, -0.73)  0.229
H (-0.15, 2.52, -2.06)  0.242
H (2.76, 3.17, 1.26)  0.203
H (0.13, -3.76, -0.41)  0.208
H (-1.92, -3.41, -0.91)  0.218
H (1.08, -2.85, 1.43)  0.211
H (-3.18, -1.63, 0.64)  0.231
H (1.85, -0.52, 1.83)  0.246